{"formula": "H24O12", "method": "the ωB97M-V functional and the def2-TZVPD basis", "total_energy_ev": -24951.9580, "spin_multiplicity": 1, "gap_ev": 5.43, "homo_ev": -6.469, "de_lowest_kj_mol": 939.4, "lumo_ev": -1.04, "largest_force_ev_per_a": 16.5, "species": ["H", "H", "H", "H", "H", "H", "H", "H", "H", "H", "H", "H", "H", "H", "H", "H", "H", "H", "H", "H", "H", "H", "H", "H", "O", "O", "O", "O", "O", "O", "O", "O", "O", "O", "O", "O"], "xyz": [[0.651, 0.820, -0.562], [-0.762, 0.969, -0.023], [-2.138, -2.254, 0.690], [-3.247, -3.291, 0.627], [-0.624, 4.794, -0.179], [-1.250, 4.183, 1.063], [-2.873, 0.449, -3.272], [-3.624, -0.523, -2.377], [4.991, 1.728, -0.986], [6.303, 1.739, -1.754], [-2.737, 1.316, -0.972], [-2.317, 2.601, -0.277], [1.582, -4.289, 0.628], [2.444, -3.121, 1.079], [-1.209, -0.099, 2.039], [-1.707, -0.264, 3.465], [2.112, -0.928, 1.614], [3.432, -1.488, 1.111], [-0.685, 1.588, 1.515], [-0.553, 2.479, 2.739], [5.062, -2.044, -1.424], [3.963, -0.995, -1.472], [-3.649, -2.057, -1.826], [-2.818, -1.295, -0.807], [-0.265, 0.589, -0.755], [-3.039, -2.385, 0.374], [-1.034, 5.031, 0.660], [-3.234, -0.445, -3.255], [5.757, 2.282, -1.174], [-2.693, 2.270, -1.100], [1.632, -3.326, 0.603], [-1.506, -0.767, 2.667], [2.815, -1.544, 1.849], [-0.769, 1.577, 2.475], [4.876, -1.152, -1.737], [-2.885, -2.150, -1.245]], "forces_ev_per_angstrom": [[0.039, -0.074, -0.138], [0.015, -0.153, -0.503], [0.051, -0.277, 0.811], [-0.017, -0.040, 0.534], [-0.004, 0.145, -0.065], [-0.072, 0.223, 0.058], [-0.009, 0.069, -0.216], [0.121, 0.180, -0.431], [0.181, 0.017, -0.045], [-0.054, 0.003, 0.056], [-0.057, 0.046, -0.144], [-0.270, 0.176, -0.130], [-0.217, 0.051, -0.181], [-0.455, 0.088, 0.275], [-0.244, -0.705, 0.690], [0.081, -0.043, -0.247], [-0.158, -0.243, 0.121], [0.159, 0.265, 0.138], [0.224, 0.336, 0.281], [0.102, 0.069, 0.153], [0.059, 0.026, -0.110], [-0.003, -0.088, -0.211], [0.177, -0.231, -0.936], [-0.093, -0.321, -1.161], [0.076, 0.035, 0.375], [-0.920, -3.083, 16.136], [0.058, -0.357, 0.008], [-0.178, 0.760, -0.294], [-0.100, -0.067, -0.019], [0.043, -0.079, 0.224], [-0.034, -0.927, -0.480], [-0.159, -0.717, -0.256], [0.747, 0.769, 0.194], [0.257, 1.265, -0.277], [-0.129, 0.052, 0.287], [0.783, 2.828, -14.498]], "lowdin_charge": [0.052, -0.020, 0.058, 0.079, 0.045, 0.000, 0.035, -0.003, 0.015, 0.035, 0.016, 0.009, 0.038, -0.011, -0.020, 0.041, 0.053, 0.040, 0.008, 0.074, 0.041, 0.026, 0.055, 0.048, -0.018, -0.122, -0.039, -0.053, -0.062, -0.030, -0.079, -0.064, -0.044, -0.035, -0.050, -0.117]}